The following is a quantum chemistry calculation of a cluster of 7 separate species, C43H51NO3Si in total, from the Open Molecules 2025 dataset.

Positions of all 99 atoms, in Å:
C (1.5674, 3.0239, 2.7010)
Si (0.3355, 2.3969, 3.9670)
C (0.0208, 3.7183, 5.2598)
C (-1.2862, 2.0044, 3.0909)
C (1.0580, 0.7580, 4.6575)
O (2.3986, 0.4473, 4.2176)
C (2.9097, -0.4729, 5.0739)
O (3.9914, -0.9690, 4.9668)
O (2.0325, -0.7301, 6.0700)
C (1.1569, 0.4073, 6.1420)
C (1.7500, 1.4928, 7.0806)
N (3.0793, 1.1407, 7.6077)
H (1.4491, 2.4781, 1.7598)
H (1.4482, 4.0980, 2.5356)
H (2.5848, 2.8561, 3.0722)
H (0.9615, 4.1844, 5.5737)
H (-0.5045, 3.3487, 6.1473)
H (-0.5936, 4.4987, 4.7943)
H (-2.1339, 2.2770, 3.7300)
H (-1.3818, 0.9558, 2.8015)
H (-1.3275, 2.6360, 2.1975)
H (0.4061, -0.0159, 4.2152)
H (0.1900, 0.0741, 6.5241)
H (1.0819, 1.5897, 7.9423)
H (1.7699, 2.4533, 6.5608)
H (3.2575, 1.7121, 8.4255)
H (3.8006, 1.3946, 6.9398)
C (4.3687, -5.2455, 8.6858)
C (4.4385, -4.8820, 7.3474)
C (4.3008, -3.5500, 6.9784)
C (4.1081, -2.5740, 7.9487)
C (4.0259, -2.9429, 9.2850)
C (4.1563, -4.2749, 9.6549)
H (4.4756, -6.2839, 8.9736)
H (4.5913, -5.6400, 6.5893)
H (4.3592, -3.2628, 5.9382)
H (4.0097, -1.5356, 7.6646)
H (3.8664, -2.1856, 10.0431)
H (4.0963, -4.5568, 10.6988)
C (-1.2326, 0.3379, -2.4447)
C (-1.1918, 0.1027, -1.0774)
C (0.0137, 0.1917, -0.3953)
C (1.1783, 0.5149, -1.0778)
C (1.1372, 0.7469, -2.4457)
C (-0.0680, 0.6588, -3.1285)
H (-2.1725, 0.2725, -2.9784)
H (-2.0993, -0.1500, -0.5438)
H (0.0469, 0.0087, 0.6717)
H (2.1175, 0.5846, -0.5439)
H (2.0451, 0.9956, -2.9798)
H (-0.1006, 0.8410, -4.1953)
C (-4.3990, -1.4713, -7.4304)
C (-4.3585, -1.7071, -6.0632)
C (-3.1552, -1.6094, -5.3770)
C (-1.9925, -1.2800, -6.0591)
C (-2.0324, -1.0493, -7.4278)
C (-3.2355, -1.1431, -8.1133)
H (-5.3378, -1.5419, -7.9650)
H (-5.2649, -1.9678, -5.5306)
H (-3.1230, -1.7930, -4.3103)
H (-1.0537, -1.2070, -5.5244)
H (-1.1234, -0.8005, -7.9604)
H (-3.2670, -0.9623, -9.1800)
C (4.4400, 5.4434, 4.3315)
C (4.4963, 6.7490, 3.8639)
C (5.0927, 7.0215, 2.6406)
C (5.6330, 5.9891, 1.8863)
C (5.5783, 4.6837, 2.3549)
C (4.9817, 4.4114, 3.5776)
H (3.9732, 5.2304, 5.2854)
H (4.0770, 7.5544, 4.4533)
H (5.1371, 8.0393, 2.2752)
H (6.0967, 6.2020, 0.9318)
H (5.9990, 3.8782, 1.7672)
H (4.9373, 3.3924, 3.9421)
C (-0.1774, -5.0749, -6.4542)
C (0.8396, -6.0096, -6.5913)
C (1.3050, -6.3483, -7.8544)
C (0.7532, -5.7525, -8.9802)
C (-0.2655, -4.8197, -8.8424)
C (-0.7311, -4.4803, -7.5796)
H (-0.5389, -4.8072, -5.4692)
H (1.2697, -6.4747, -5.7136)
H (2.0985, -7.0768, -7.9616)
H (1.1172, -6.0158, -9.9651)
H (-0.6981, -4.3563, -9.7202)
H (-1.5242, -3.7525, -7.4712)
C (-10.1784, 0.6950, -6.7116)
C (-9.4909, -0.4791, -6.9855)
C (-8.1498, -0.5926, -6.6465)
C (-7.4950, 0.4673, -6.0344)
C (-8.1824, 1.6422, -5.7632)
C (-9.5238, 1.7559, -6.1010)
H (-11.2247, 0.7832, -6.9740)
H (-10.0003, -1.3056, -7.4640)
H (-7.6148, -1.5098, -6.8603)
H (-6.4489, 0.3776, -5.7703)
H (-7.6716, 2.4701, -5.2887)
H (-10.0595, 2.6722, -5.8891)

Orbital gap   9.182 eV
HOMO level   -8.763 eV
Spin multiplicity   1
Max |F|   0.7 eV/Å

---

The following is a quantum chemistry calculation of a structure of composition C43H52F5I2N7PSSe3TeTi in a non-equilibrium geometry, from the Open Molecules 2025 dataset.

Positions of all 116 atoms, in Å:
Ti (0.6165, -0.5209, -0.5811)
Se (0.0222, -1.8955, -2.4097)
Se (1.2322, -3.5481, -5.8510)
Te (2.0463, -2.3664, -3.9226)
Se (3.3739, -4.0098, -2.7329)
C (5.8393, -2.4902, -0.3433)
C (6.2655, -1.6976, 0.8534)
C (7.3116, -2.1449, 1.6587)
C (7.7645, -1.4074, 2.7396)
C (7.1737, -0.1909, 3.0456)
C (6.1216, 0.2693, 2.2747)
C (5.6645, -0.4783, 1.1940)
N (4.6054, 0.0623, 0.4116)
C (3.3662, -0.4795, 0.2791)
N (3.1239, -1.5543, 1.0317)
C (1.9996, -2.3870, 1.1945)
C (0.8594, -2.2863, 0.3944)
C (-0.1589, -3.2193, 0.5961)
C (-0.0688, -4.1963, 1.5700)
C (1.0548, -4.2384, 2.3834)
C (2.0998, -3.3470, 2.2148)
C (3.2981, -3.3851, 3.1259)
N (2.4997, 0.0551, -0.5828)
C (2.9895, 1.2065, -1.3045)
C (3.7358, 0.9964, -2.4604)
C (4.2122, 2.0681, -3.1914)
C (3.9597, 3.3597, -2.7571)
C (3.2455, 3.5672, -1.5910)
C (2.7534, 2.5033, -0.8365)
C (2.0024, 2.7712, 0.4408)
H (6.6621, -3.0960, -0.7226)
H (5.4964, -1.8507, -1.1543)
H (5.0226, -3.1778, -0.1182)
H (7.7842, -3.0877, 1.4097)
H (8.5860, -1.7769, 3.3408)
H (7.5146, 0.3936, 3.8899)
H (5.6236, 1.1999, 2.5179)
H (4.6678, 1.0419, 0.1836)
H (3.8515, -1.7185, 1.7110)
H (-1.0506, -3.1968, -0.0205)
H (-0.8687, -4.9142, 1.7022)
H (1.1253, -4.9863, 3.1648)
H (3.1491, -4.1240, 3.9114)
H (3.4519, -2.4130, 3.6049)
H (4.2112, -3.6532, 2.5832)
H (3.9439, -0.0182, -2.7784)
H (4.7633, 1.8925, -4.1056)
H (4.2950, 4.2069, -3.3405)
H (3.0474, 4.5782, -1.2556)
H (2.1163, 3.8174, 0.7252)
H (2.3565, 2.1561, 1.2726)
H (0.9319, 2.5869, 0.3168)
F (-2.6301, 2.8995, 4.0803)
C (-1.3864, 2.4070, 3.9871)
C (-1.0056, 1.6530, 2.8963)
F (-1.8853, 1.4379, 1.9104)
C (0.2746, 1.1448, 2.8156)
F (0.5500, 0.3963, 1.7004)
C (1.2785, 1.3849, 3.7753)
S (2.8849, 0.8427, 3.6314)
C (0.8331, 2.1636, 4.8648)
F (1.6916, 2.4625, 5.8428)
C (-0.4493, 2.6505, 4.9768)
F (-0.8059, 3.3860, 6.0384)
I (0.2220, 0.4652, -3.2850)
I (0.5878, 3.0571, -4.7276)
N (-1.1052, -0.1284, -0.5168)
P (-2.5635, 0.2873, -0.8812)
N (-2.6561, 1.9008, -1.2808)
C (-3.8960, 2.6168, -1.5978)
C (-4.0631, 3.8290, -0.6885)
C (-2.9627, 4.8571, -1.0044)
C (-1.6822, 4.1440, -1.4788)
C (-1.5713, 2.7849, -0.8082)
N (-3.5528, -0.1454, 0.3974)
C (-3.0629, -1.0064, 1.4811)
C (-3.9241, -2.2555, 1.6102)
C (-5.3719, -1.8682, 1.9789)
C (-5.6530, -0.3968, 1.6498)
C (-5.0048, 0.0243, 0.3367)
N (-3.2999, -0.4645, -2.1792)
C (-3.5857, -1.8984, -2.0308)
C (-3.5712, -2.6137, -3.3747)
C (-4.6233, -2.0167, -4.3205)
C (-4.7393, -0.4929, -4.1265)
C (-3.4481, 0.0624, -3.5356)
H (-4.7385, 1.9303, -1.5180)
H (-3.8602, 2.9727, -2.6354)
H (-3.9974, 3.5050, 0.3534)
H (-5.0529, 4.2647, -0.8370)
H (-2.7564, 5.4515, -0.1119)
H (-3.3031, 5.5381, -1.7873)
H (-0.7965, 4.7350, -1.2425)
H (-1.6853, 4.0115, -2.5617)
H (-1.6117, 2.9232, 0.2776)
H (-0.6140, 2.3252, -1.0398)
H (-3.0751, -0.4674, 2.4340)
H (-2.0278, -1.2613, 1.2761)
H (-3.4884, -2.9136, 2.3639)
H (-3.9103, -2.7978, 0.6617)
H (-5.5444, -2.0280, 3.0449)
H (-6.0730, -2.5049, 1.4344)
H (-5.2721, 0.2462, 2.4457)
H (-6.7282, -0.2233, 1.5815)
H (-5.2455, 1.0730, 0.1468)
H (-5.4373, -0.5632, -0.4869)
H (-4.5754, -2.0539, -1.5738)
H (-2.8567, -2.3464, -1.3498)
H (-3.7609, -3.6746, -3.2055)
H (-2.5809, -2.5396, -3.8239)
H (-5.5943, -2.4821, -4.1335)
H (-4.3484, -2.2441, -5.3514)
H (-5.5525, -0.2574, -3.4334)
H (-4.9530, 0.0090, -5.0713)
H (-3.4642, 1.1465, -3.4952)
H (-2.6092, -0.2203, -4.1807)

Orbital gap   6.326 eV
HOMO level   -4.948 eV
Spin multiplicity   1
Max |F|   2.4 eV/Å
Charge   -1

---

The following is a quantum chemistry calculation of a structure of composition C43H52IN7O6PRb, from the Open Molecules 2025 dataset.

Positions of all 111 atoms, in Å:
Rb (0.1440, 0.8820, 0.3786)
C (-2.4592, 3.5773, 1.3614)
C (-2.8565, 2.2574, 2.0513)
N (-1.7392, 1.6298, 2.7055)
C (-1.1669, 2.2681, 3.8689)
C (0.3610, 2.3609, 3.7684)
N (0.7759, 2.8844, 2.4895)
C (0.4627, 4.2556, 2.1608)
C (-0.1744, 4.4021, 0.7696)
N (-1.2624, 3.4622, 0.5488)
H (-3.3212, 3.9291, 0.7784)
H (-2.2859, 4.3403, 2.1274)
H (-3.7096, 2.4780, 2.7216)
H (-3.2317, 1.5664, 1.2933)
H (-1.7958, 0.6264, 2.8148)
H (-1.5904, 3.2743, 3.9599)
H (-1.4219, 1.7414, 4.7981)
H (0.7308, 2.9492, 4.6298)
H (0.7647, 1.3499, 3.8497)
H (1.7195, 2.6085, 2.2573)
H (-0.2215, 4.6511, 2.9198)
H (1.3509, 4.9005, 2.1828)
H (-0.4856, 5.4556, 0.6454)
H (0.5962, 4.1878, 0.0262)
H (-1.4612, 3.3552, -0.4350)
I (-0.3500, -0.0639, -3.1031)
C (-2.6236, 0.3381, -4.2328)
C (-2.4895, 0.8939, -5.4841)
C (-3.4428, 0.7433, -6.5175)
C (-4.5535, -0.0201, -6.3105)
C (-4.7621, -0.6328, -5.0489)
C (-5.9071, -1.4389, -4.8469)
C (-6.1426, -2.0309, -3.6404)
C (-5.2483, -1.8032, -2.5787)
C (-4.1264, -1.0213, -2.7264)
P (-3.1297, -0.6902, -1.1999)
C (-2.5542, -2.3572, -0.7165)
C (-1.9270, -2.4908, 0.5253)
C (-1.4075, -3.7113, 0.9316)
C (-1.4635, -4.8060, 0.0799)
C (-2.0441, -4.6727, -1.1731)
C (-2.5925, -3.4598, -1.5676)
C (-4.5415, -0.3827, -0.0487)
C (-5.3220, 0.7429, -0.3329)
C (-6.3251, 1.1531, 0.5267)
C (-6.5640, 0.4543, 1.7057)
C (-5.7967, -0.6601, 2.0002)
C (-4.7965, -1.0794, 1.1278)
C (-3.8169, -0.4257, -3.9956)
H (-1.5895, 1.4605, -5.7184)
H (-3.2771, 1.2183, -7.4803)
H (-5.2894, -0.1764, -7.0930)
H (-6.5948, -1.5746, -5.6765)
H (-7.0161, -2.6529, -3.4829)
H (-5.4680, -2.2455, -1.6135)
H (-1.8159, -1.6454, 1.1980)
H (-0.9430, -3.7912, 1.9056)
H (-1.0373, -5.7533, 0.3878)
H (-2.0686, -5.5155, -1.8542)
H (-3.0403, -3.3663, -2.5484)
H (-5.1309, 1.3038, -1.2424)
H (-6.9146, 2.0295, 0.2836)
H (-7.3366, 0.7842, 2.3896)
H (-5.9657, -1.2114, 2.9175)
H (-4.2093, -1.9524, 1.3807)
N (3.1467, 0.7342, 1.8078)
C (3.2628, 0.7812, 0.3468)
C (4.6007, 0.2671, -0.1925)
C (4.6436, 0.1752, -1.7223)
C (5.0833, 1.4589, -2.4270)
N (6.4920, 1.8036, -2.1974)
C (6.7533, 2.6535, -1.1006)
N (8.1278, 2.6818, -0.7092)
N (6.0943, 3.8903, -1.0723)
C (3.0156, 2.2663, -0.0400)
O (3.8093, 3.0808, 0.4983)
O (2.0536, 2.5265, -0.7926)
H (3.8402, 1.3804, 2.1741)
H (3.3418, -0.1971, 2.1613)
H (2.4777, 0.1567, -0.0902)
H (4.7696, -0.7229, 0.2477)
H (5.3940, 0.9294, 0.1711)
H (3.6528, -0.1110, -2.0927)
H (5.3278, -0.6283, -2.0270)
H (4.4766, 2.3025, -2.1017)
H (4.9190, 1.3592, -3.5027)
H (7.0650, 0.9716, -2.1544)
H (8.5276, 1.7513, -0.7337)
H (8.1836, 2.9957, 0.2525)
H (5.2853, 3.8770, -0.4462)
H (6.7188, 4.6564, -0.8518)
O (-0.0751, -2.3843, 4.5098)
C (0.3351, -1.9248, 3.4298)
O (-0.1104, -0.9445, 2.7797)
C (1.5344, -2.6538, 2.7982)
C (1.8871, -2.4195, 1.4778)
C (2.9529, -3.0741, 0.8537)
C (3.6491, -3.9662, 1.6298)
O (4.7491, -4.7290, 1.2835)
C (5.0282, -5.5378, 2.4172)
O (4.1855, -5.1367, 3.4861)
C (3.3076, -4.2085, 2.9459)
C (2.2554, -3.5819, 3.5607)
H (1.2998, -1.7036, 0.9241)
H (3.2059, -2.8808, -0.1809)
H (6.0730, -5.4002, 2.7086)
H (4.8305, -6.5881, 2.1707)
H (1.9610, -3.7696, 4.5839)
C (1.2277, -1.2648, -2.2315)
H (1.7358, -1.9117, -2.9492)
H (0.8065, -1.8435, -1.4025)

Orbital gap (alpha / beta)   5.357 / 4.612 eV
HOMO level (alpha / beta)   -1.740 / -0.992 eV
Spin multiplicity   1
Max |F|   0.6 eV/Å
Charge   -2

---

The following is a quantum chemistry calculation of a structure of composition C43H53AsN6NaO4 in a non-equilibrium geometry, from the Open Molecules 2025 dataset.

Positions of all 108 atoms, in Å:
Na (0.1643, 0.3936, 0.1914)
C (4.6784, -2.0063, 4.9073)
C (3.9944, -1.5907, 3.6437)
C (4.6991, -1.1950, 2.5453)
C (4.0661, -0.6749, 1.3881)
C (4.9139, -0.3691, 0.3234)
N (4.7561, 0.5075, -0.6599)
C (4.0021, 1.7284, -0.5112)
C (4.8005, 2.6633, 0.4131)
C (4.0054, 3.8859, 0.8601)
N (2.8778, 3.4725, 1.6396)
C (2.4402, 4.0103, 2.7488)
C (1.1874, 3.6686, 3.2674)
C (0.6920, 4.3628, 4.3943)
C (-0.6049, 4.2389, 4.8163)
C (-1.1484, 5.0394, 5.9595)
C (-1.4444, 3.3747, 4.0909)
C (-1.0173, 2.6430, 3.0022)
C (-1.9631, 1.8063, 2.3038)
N (-1.6796, 1.1273, 1.2745)
C (-2.6908, 0.2471, 0.7662)
C (-2.7702, -0.9964, 1.6545)
C (-1.6001, -1.9653, 1.4822)
N (-0.3102, -1.3528, 1.4423)
C (0.4942, -1.5739, 2.3905)
C (1.9021, -1.2461, 2.4164)
C (2.5948, -1.6520, 3.5328)
C (2.6074, -0.6568, 1.2902)
O (2.0366, -0.2751, 0.2522)
C (0.3495, 2.7203, 2.5496)
O (0.7877, 2.0532, 1.5745)
H (5.6512, -1.5271, 4.9953)
H (4.8257, -3.0866, 4.9151)
H (4.0783, -1.7395, 5.7743)
H (5.7798, -1.2065, 2.5693)
H (5.8436, -0.9290, 0.2951)
H (5.4675, 0.5159, -1.3779)
H (3.0260, 1.4821, -0.0888)
H (3.8512, 2.1858, -1.4903)
H (5.7033, 2.9983, -0.0994)
H (5.0985, 2.0960, 1.2993)
H (3.6522, 4.4414, -0.0198)
H (4.6391, 4.5452, 1.4619)
H (2.1963, 2.7660, 1.2744)
H (3.0450, 4.7770, 3.2286)
H (1.3624, 5.0338, 4.9097)
H (-0.3487, 5.5363, 6.5018)
H (-1.6984, 4.4062, 6.6526)
H (-1.8342, 5.8029, 5.5895)
H (-2.4818, 3.2858, 4.3894)
H (-2.9773, 1.8007, 2.7357)
H (-2.4212, -0.0353, -0.2490)
H (-3.6712, 0.7435, 0.7668)
H (-3.6907, -1.5426, 1.4406)
H (-2.7972, -0.6689, 2.6958)
H (-1.7083, -2.4724, 0.5221)
H (-1.6662, -2.7106, 2.2918)
H (0.1673, -2.1623, 3.2659)
H (2.0442, -2.0810, 4.3590)
O (2.0627, 7.1787, 0.2647)
C (1.6933, 6.9661, -1.0183)
O (1.9295, 7.7748, -1.8695)
C (1.0308, 5.6622, -1.2889)
C (0.2863, 4.9799, -0.3234)
C (-0.2839, 3.7632, -0.6213)
C (-0.1165, 3.1963, -1.8887)
C (0.5833, 3.9044, -2.8727)
C (1.1427, 5.1271, -2.5708)
N (-0.5964, 1.9276, -2.0817)
C (-1.3296, 1.5625, -3.0428)
C (-1.7401, 0.1727, -3.1878)
C (-2.5598, -0.2050, -4.2555)
C (-2.9474, -1.5315, -4.3640)
C (-2.4802, -2.4320, -3.4191)
C (-1.6562, -1.9605, -2.4023)
N (-1.3074, -0.6972, -2.2736)
H (1.8035, 6.4549, 0.8498)
H (0.1144, 5.4112, 0.6572)
H (-0.8783, 3.2311, 0.1033)
H (0.6989, 3.4735, -3.8556)
H (1.6734, 5.6990, -3.3154)
H (-1.7210, 2.2596, -3.7961)
H (-2.8831, 0.5280, -4.9804)
H (-3.5942, -1.8502, -5.1695)
H (-2.7492, -3.4760, -3.4584)
H (-1.2442, -2.6342, -1.6594)
C (1.6333, -2.3577, -3.4634)
C (2.4812, -2.9728, -2.3570)
As (1.4796, -3.2599, -0.6666)
C (2.9997, -3.9323, 0.4475)
C (4.0829, -4.7426, -0.2473)
C (0.7299, -5.0561, -1.1401)
C (-0.1521, -5.5925, -0.0187)
H (2.2300, -2.1860, -4.3614)
H (1.2139, -1.4046, -3.1347)
H (0.8093, -3.0205, -3.7326)
H (3.3108, -2.2967, -2.1284)
H (2.8965, -3.9224, -2.7009)
H (2.5682, -4.5379, 1.2513)
H (3.4640, -3.0692, 0.9286)
H (3.6665, -5.6011, -0.7703)
H (4.8010, -5.1224, 0.4804)
H (4.6310, -4.1363, -0.9660)
H (1.5367, -5.7608, -1.3484)
H (0.1418, -4.9625, -2.0576)
H (0.3954, -5.5826, 0.9248)
H (-0.4747, -6.6169, -0.2071)
H (-1.0394, -4.9680, 0.1013)

Orbital gap   6.920 eV
HOMO level   -9.900 eV
Spin multiplicity   1
Max |F|   1.8 eV/Å
Charge   +1